Arrangement a

Below is an isolated molecule of C17H31N3O3, with properties calculated with wB97M-V/def2-TZVPD.

Atoms and positions in Å:
C 3.6750 1.9916 -1.2451
C 2.1816 2.0966 -0.9485
O 1.7594 1.2994 0.1396
C 2.1741 1.7322 1.4190
C 1.3377 1.0163 2.4794
C 1.6276 -0.4849 2.5456
N 1.3558 -1.1517 1.2949
C 0.3015 -1.9620 1.1057
O -0.4669 -2.3191 1.9783
C 0.1989 -2.4803 -0.3363
C 1.2354 -3.5889 -0.5861
C 1.5878 -3.4172 -2.0627
C 1.5754 -1.9013 -2.2244
N 0.5246 -1.4666 -1.3206
C -0.2642 -0.3956 -1.6454
O -0.0011 0.3191 -2.5988
N -1.3466 -0.2079 -0.8454
C -2.1648 0.9811 -0.9492
C -1.9258 1.9235 0.2361
C -2.4852 1.3514 1.5374
C -3.9718 1.0426 1.3898
C -4.1927 0.0511 0.2521
C -3.6476 0.6121 -1.0590
H 4.2701 2.4189 -0.4403
H 3.8959 2.5304 -2.1617
H 3.9590 0.9501 -1.3773
H 1.6007 1.7249 -1.7967
H 1.9120 3.1468 -0.7626
H 2.0292 2.8197 1.5071
H 3.2418 1.5165 1.5765
H 1.5503 1.4599 3.4527
H 0.2831 1.1683 2.2509
H 0.9983 -0.9555 3.3052
H 2.6802 -0.6459 2.8048
H 1.7668 -0.7228 0.4746
H -0.8178 -2.8715 -0.4877
H 2.1176 -3.4137 0.0320
H 0.8372 -4.5733 -0.3509
H 0.8165 -3.8677 -2.6881
H 2.5493 -3.8572 -2.3177
H 2.5373 -1.4667 -1.9233
H 1.3489 -1.5619 -3.2364
H -1.4361 -0.7383 0.0040
H -1.8403 1.4714 -1.8739
H -2.4126 2.8780 0.0249
H -0.8527 2.1033 0.3260
H -2.3334 2.0694 2.3473
H -1.9572 0.4333 1.8077
H -4.3597 0.6307 2.3236
H -4.5157 1.9664 1.1774
H -5.2589 -0.1589 0.1427
H -3.6945 -0.8909 0.4909
H -4.2073 1.5108 -1.3262
H -3.7760 -0.1162 -1.8617

* structure (SMILES): CCOCCCNC(=O)[C@@H]1CCCN1C(=O)NC1CCCCC1
* HOMO energy: -8.95 eV
* LUMO level: 0.8 eV

Arrangement b

Below is an isolated molecule of C17H31N3O3, with properties calculated with wB97M-V/def2-TZVPD.

Atoms and positions in Å:
C -3.6847 3.2160 -3.2945
C -3.7318 4.2249 -2.1481
O -4.4133 3.7926 -0.9924
C -3.7636 2.8023 -0.2229
C -4.2817 1.3871 -0.5002
C -3.4461 0.3261 0.2205
N -2.0542 0.3727 -0.1790
C -1.6475 0.0573 -1.4141
O -2.3785 -0.3104 -2.3142
C -0.1214 0.2319 -1.6006
C 0.3099 -0.1716 -3.0069
C 0.5522 -1.6707 -2.8533
C 1.2026 -1.7767 -1.4745
N 0.6321 -0.6677 -0.7340
C 0.9023 -0.3445 0.5573
O 0.3729 0.6218 1.1024
N 1.7487 -1.1762 1.2159
C 2.1744 -0.9121 2.5747
C 3.5598 -0.2543 2.6163
C 4.6605 -1.2215 2.1893
C 4.6386 -2.4726 3.0619
C 3.2785 -3.1588 2.9794
C 2.1646 -2.2018 3.3992
H -3.2681 3.6969 -4.1763
H -4.6883 2.8686 -3.5260
H -3.0641 2.3585 -3.0462
H -4.2827 5.1145 -2.4674
H -2.7057 4.5272 -1.8842
H -3.9550 3.0581 0.8263
H -2.6798 2.8427 -0.3932
H -5.3202 1.3137 -0.1760
H -4.2463 1.1817 -1.5686
H -3.8516 -0.6610 -0.0258
H -3.4865 0.4712 1.3009
H -1.3451 0.6693 0.4902
H 0.1296 1.2695 -1.3507
H -0.4743 0.0429 -3.7293
H 1.2258 0.3461 -3.2933
H 1.1812 -2.0843 -3.6387
H -0.4070 -2.1873 -2.8554
H 0.9768 -2.7306 -0.9875
H 2.2940 -1.6664 -1.5563
H 2.2689 -1.8654 0.7027
H 1.4357 -0.2098 2.9758
H 3.7513 0.0812 3.6370
H 3.5551 0.6251 1.9694
H 5.6310 -0.7279 2.2716
H 4.5256 -1.5030 1.1418
H 5.4238 -3.1626 2.7458
H 4.8376 -2.1912 4.0983
H 3.2656 -4.0360 3.6296
H 3.1072 -3.5093 1.9586
H 2.2981 -1.9375 4.4496
H 1.1932 -2.6889 3.2950

* structure (SMILES): CCOCCCNC(=O)[C@@H]1CCCN1C(=O)NC1CCCCC1
* HOMO energy: -8.88 eV
* LUMO level: 0.6 eV

Q: Which of them is the least stable? A: arrangement b.

Arrangement a

Below is the ion C4H9BrN with charge +1, with properties calculated with wB97M-V/def2-TZVPD.

Atoms and positions in Å:
C -0.7003 0.5494 -1.3805
C 0.4839 0.2604 -0.4741
N 0.1410 0.4363 1.0082
C 0.5820 -0.9470 1.3106
C 0.7406 -1.3056 -0.1951
Br 2.5093 -1.9364 -0.8306
H -1.5122 0.8234 -0.8619
H -0.9943 -0.2461 -2.0516
H -0.5487 1.4234 -2.0054
H 1.3705 0.5799 -0.9122
H -0.8248 0.3984 1.2523
H 0.7409 1.1312 1.5137
H -0.0551 -1.7203 1.8897
H 1.4473 -0.9617 1.8086
H 0.0336 -2.0895 -0.7091

* structure (SMILES): C[C@H]1[NH2+]C[C@@H]1Br
* HOMO energy: -14.29 eV
* charge: +1
* LUMO level: -3.7 eV

Arrangement b

Below is a cluster of 2 separate species, C4H9BrN in total, with properties calculated with wB97M-V/def2-TZVPD.

Atoms and positions in Å:
C 0.4124 1.8021 0.0802
C -0.9919 1.4939 -0.2195
C 0.2607 -2.0137 0.1401
C 0.2776 -0.6709 -0.4155
N -0.1070 0.4466 0.3434
Br 3.5647 0.0807 -0.0044
H 1.1364 1.8757 -0.7205
H 0.6640 2.3851 0.9561
H -1.7816 1.8508 0.4285
H -1.2941 1.3410 -1.2476
H -0.6064 -2.5779 -0.2294
H 1.1271 -2.5767 -0.2153
H 0.2352 -2.0269 1.2278
H 0.5215 -0.4862 -1.4500
H -0.2540 0.2157 1.3296

* HOMO energy (alpha / beta): -14.56 / -13.06 eV
* charge: +1
* LUMO level (alpha / beta): -4.8 / -6.9 eV

Q: Which of them is the least stable? A: arrangement b.

Arrangement a

Below is a structure of composition C4H7N3O2S, with properties calculated with wB97M-V/def2-TZVPD.

Atoms and positions in Å:
C 0.8260 -1.2743 1.1842
C 1.3455 -0.0503 0.3931
C -0.9248 0.2536 -0.4818
C 0.8757 1.4262 -1.5781
N -0.4518 -1.2190 1.6494
N -1.3214 -0.1690 1.3187
N 0.3802 0.5646 -0.4786
O 1.4691 -2.2794 1.4114
O 2.4695 0.3149 0.4274
S -1.5794 -1.2643 -1.3687
H -1.5973 1.0453 -0.6822
H 0.5986 1.1679 -2.6711
H 0.5026 2.3657 -1.2177
H 2.0012 1.4018 -1.4837
H -0.7575 -1.9768 2.2412
H -1.1653 0.6050 2.0176
H -2.6710 -0.9117 -0.6812

* HOMO energy: -9.42 eV
* LUMO level: 0.3 eV

Arrangement b

Below is a structure of composition C4H7N3O2S, with properties calculated with wB97M-V/def2-TZVPD.

Atoms and positions in Å:
C -2.3737 -0.0423 0.0272
C 0.3580 -0.2125 0.2614
C -1.2884 -1.7734 0.0961
C 1.7203 0.3602 0.4268
N 0.0868 -1.4454 0.0397
N -3.6063 -0.0110 -0.0762
N 1.9483 1.6080 -0.2502
O -0.7443 1.7070 -1.2098
O -1.1115 1.7521 1.2944
S -0.9613 1.0144 0.0865
H -1.5393 -2.1140 1.1406
H -1.7410 -2.3361 -0.6593
H 2.4207 -0.3345 -0.1317
H 1.9008 0.4265 1.5059
H -3.9977 0.9210 -0.1675
H 1.4118 1.4438 -1.0620
H 1.5552 2.4201 0.1664

* HOMO energy: -9.03 eV
* LUMO level: -0.2 eV

Q: Which of them is the least stable? A: arrangement b.